(1)
{
  "formula": "C12H33CdClN3O7",
  "method": "ωB97M-V/def2-TZVPD",
  "charge": 1,
  "homo_lumo_gap_ha": 0.0935,
  "relative_energy_kj_mol": 1027.9,
  "e_lumo_ev": -8.915,
  "homo_ev": -11.46,
  "elements": ["Cd", "Cl", "O", "O", "O", "O", "O", "O", "O", "N", "N", "N", "C", "C", "C", "C", "C", "C", "C", "C", "C", "C", "C", "C", "H", "H", "H", "H", "H", "H", "H", "H", "H", "H", "H", "H", "H", "H", "H", "H", "H", "H", "H", "H", "H", "H", "H", "H", "H", "H", "H", "H", "H", "H", "H", "H", "H"],
  "positions_angstrom": [[0.4087, -0.5430, -1.2224], [-2.5395, -2.1278, -6.3307], [-3.6823, -2.3848, -5.5051], [-0.4320, 2.9915, 6.3025], [-1.5049, -1.6452, -5.3979], [0.1908, -4.1677, -0.7260], [-2.7657, -1.1247, -7.3461], [-1.9713, -3.3319, -6.8323], [-1.8546, 2.4988, -1.8349], [0.9558, 2.7447, -2.4272], [2.7697, -3.3263, -1.5674], [0.4745, 0.7743, 3.4736], [3.6818, -5.6427, -1.3979], [2.4339, -4.7179, -1.6728], [0.1043, 3.8860, -2.0497], [-3.2790, 2.2380, -2.0676], [0.3851, 1.9767, 5.5961], [0.1795, 3.5027, 7.4476], [1.2487, -5.0902, -0.7059], [-0.3252, 1.6347, 4.2864], [0.6396, 5.0917, -2.8234], [-1.0280, -4.6414, -0.1798], [-1.4287, 3.6686, -2.4457], [-1.6944, 0.9876, 4.4779], [3.3891, -6.5506, -1.9254], [-2.2713, 1.7294, 5.0302], [-2.2543, 0.8384, 3.5547], [1.3937, 2.3263, 5.3758], [-0.2865, 2.5674, 3.7237], [0.5331, 1.0935, 6.2176], [-0.4184, 4.2518, 7.9669], [-1.6416, 0.0966, 5.1034], [-0.9909, -5.3974, 0.6045], [2.1430, -4.8629, -2.7131], [1.7137, 5.2446, -2.7182], [3.8935, -5.8038, -0.3408], [-3.8504, 3.0620, -1.6403], [0.8849, -6.0533, -1.0640], [1.0734, 2.7765, -3.4298], [3.3343, -3.2639, -2.4025], [1.1347, 3.9115, 7.1181], [0.5507, 4.9739, -3.9034], [3.5856, -3.1988, -0.9860], [-1.4948, 3.4643, -3.5143], [1.7541, -5.1941, 0.2543], [-1.5376, -3.7661, 0.2229], [-1.6725, -5.0452, -0.9606], [-3.5691, 1.3007, -1.5928], [1.4170, 1.0628, 3.6941], [4.5777, -5.2518, -1.8801], [-3.4975, 2.2604, -3.1352], [-2.1108, 4.4614, -2.1386], [0.4824, -0.0859, 4.0027], [1.9298, 2.8273, -2.1730], [0.1835, 4.1811, -1.0034], [0.5434, 2.7797, 8.1776], [0.1112, 6.0125, -2.5765]],
  "atomic_forces_ev_per_a": [[0.2, 0.1, -0.6], [0.4, 1.3, 0.0], [-0.3, 0.1, -0.4], [0.3, -1.8, -1.1], [0.4, 0.5, 0.5], [0.6, 0.3, 0.3], [-0.1, -1.3, 1.0], [-0.2, -0.5, -0.7], [-1.4, -1.7, 0.8], [-0.3, -0.9, 0.2], [1.2, 1.3, -0.7], [1.4, -1.3, 0.2], [-1.5, 0.4, -0.7], [-0.6, -1.2, 1.1], [-0.8, 1.2, -0.9], [1.0, 0.9, 0.1], [-1.5, 0.9, 1.0], [1.7, 0.2, 0.0], [1.2, -0.4, -1.3], [-0.5, 0.8, 0.1], [0.0, 0.5, -0.7], [-0.9, 0.3, -0.2], [1.6, -0.9, 0.2], [-0.2, 1.7, 0.4], [0.5, -0.4, 0.4], [-0.3, -0.2, 0.2], [0.4, -0.3, -0.1], [0.1, 0.6, 0.0], [-1.1, 0.3, 0.1], [-0.3, -0.2, 0.3], [-0.2, -0.1, -0.4], [0.1, -0.2, -0.2], [0.7, 0.1, 0.1], [-0.3, -0.2, 0.1], [0.0, 0.0, 0.6], [-0.2, -0.1, 0.0], [-0.1, 0.0, 0.3], [0.0, -0.3, 0.3], [-0.6, -0.4, -0.6], [-0.4, 1.1, -1.1], [0.1, 0.8, 0.1], [-0.4, -0.2, -0.2], [-0.3, 0.0, 1.5], [0.1, 0.7, -0.5], [-0.6, 0.0, 0.6], [-0.1, 0.0, 0.1], [0.1, -0.1, -0.2], [0.3, 0.1, -0.2], [0.8, 0.3, -0.7], [-0.1, 0.1, -0.1], [0.1, -0.4, -0.1], [0.5, 0.6, -0.1], [-0.2, -1.0, -0.3], [0.1, 0.4, 1.0], [0.0, -0.8, 0.2], [-0.7, -0.7, 0.2], [0.1, 0.0, 0.2]]
}

***

(2)
{
  "formula": "C12H33Cl2N3O3Pd",
  "method": "ωB97M-V/def2-TZVPD",
  "charge": 0,
  "homo_lumo_gap_ha": [0.2926, 0.2996],
  "relative_energy_kj_mol": 244.1,
  "s2": 2.005,
  "e_lumo_ev": [0.315, 0.045],
  "homo_ev": [-7.65, -8.11],
  "multiplicity": 3,
  "elements": ["Pd", "Cl", "Cl", "O", "O", "O", "N", "N", "N", "C", "C", "C", "C", "C", "C", "C", "C", "C", "C", "C", "C", "H", "H", "H", "H", "H", "H", "H", "H", "H", "H", "H", "H", "H", "H", "H", "H", "H", "H", "H", "H", "H", "H", "H", "H", "H", "H", "H", "H", "H", "H", "H", "H", "H"],
  "positions_angstrom": [[-0.9168, -0.9789, 1.0449], [-3.3897, -1.5699, 1.7576], [-0.2364, -3.4415, 0.9053], [0.2869, 1.9806, -0.7813], [1.3578, -0.7211, 0.8594], [1.0778, -1.6358, -3.1412], [-1.7325, 1.2598, 1.4655], [-0.8021, -0.7704, -1.2430], [-0.3780, -0.7969, 3.1891], [-0.2897, -1.6219, -3.4883], [-1.8389, 2.3452, 0.5329], [2.3900, -1.0021, -0.0678], [-0.5044, 2.8736, 0.0921], [1.9560, -1.6540, -4.2924], [1.9021, -0.8317, 2.1356], [1.5620, 2.4637, -1.1333], [-2.6854, 3.4280, 1.1482], [1.6639, -0.4283, 4.4813], [0.9534, -0.2108, 3.1457], [-2.5693, -1.9352, -2.5098], [-1.1343, -1.8482, -2.1983], [2.1056, -0.9807, -1.1199], [-3.4678, 3.0258, 1.7917], [0.8928, 0.8550, 2.9256], [1.4501, -1.6077, -5.2568], [0.1016, 3.3057, 0.8884], [0.1299, -0.9216, -1.6016], [-2.9237, -1.1850, -3.2167], [1.8139, -1.4873, 4.6916], [2.6616, 0.0064, 4.4190], [-0.6781, 3.6868, -0.6127], [-3.0333, 4.1923, 0.4533], [-0.7385, -0.3747, 4.0328], [-2.6609, 0.9077, 1.6508], [-1.5722, 1.8056, 2.3001], [1.0859, 0.0584, 5.2669], [-3.1841, -1.8157, -1.6177], [2.5998, -0.7756, -4.2459], [-0.9676, 0.1602, -1.5989], [-0.2757, -1.6894, 3.6508], [3.1099, -0.1847, -0.1088], [2.9245, -0.4604, 2.2061], [2.9040, -1.9376, 0.1528], [2.3677, -2.6565, -4.1759], [-2.1033, 4.0614, 1.8176], [1.7541, 2.1744, -2.1665], [-0.4833, -0.6148, -3.8576], [-0.4385, -2.4281, -4.2066], [-0.7888, -2.7849, -1.7609], [-2.9206, -2.8819, -2.9201], [2.3252, 1.9750, -0.5277], [-2.3888, 2.0325, -0.3548], [1.6739, 3.5430, -1.0291], [2.0525, -1.9073, 2.2283]],
  "atomic_forces_ev_per_a": [[-1.2, -0.8, -0.3], [0.7, 0.5, -0.4], [0.0, 0.6, 0.1], [-1.3, 0.0, 1.3], [0.9, 1.1, -1.4], [0.4, 0.4, -0.4], [0.3, -0.2, 0.4], [0.8, -1.1, -0.5], [0.5, -0.2, 0.9], [-0.2, -0.2, 0.9], [-0.5, 0.0, -1.4], [0.3, 0.4, -1.2], [1.3, 0.4, -2.2], [-0.8, -0.5, 1.0], [-0.6, -1.1, 0.1], [0.1, -0.3, 0.1], [0.3, 1.6, 0.5], [0.1, 0.6, -0.1], [2.2, -0.6, 0.6], [-2.1, -0.2, -0.2], [-0.3, -0.4, -1.2], [-0.9, -0.6, 0.3], [-0.3, 0.0, -0.5], [-0.2, 0.1, 0.0], [-0.4, 0.0, 0.1], [0.1, -0.4, 0.4], [1.7, 1.2, 1.9], [0.2, 0.3, -0.1], [-0.3, -0.1, 0.0], [0.0, 0.2, 0.3], [-0.4, 0.6, 0.3], [-0.5, -0.4, -0.3], [-1.3, 1.0, -0.3], [-0.5, -0.7, -0.2], [0.7, -0.6, 1.0], [0.2, -0.1, 0.3], [0.2, 0.1, 0.3], [0.5, -0.5, 0.1], [-0.7, 0.3, -0.2], [0.2, -1.2, -0.9], [0.4, 0.2, 0.8], [-0.1, 0.8, -0.1], [-0.2, -0.1, 0.1], [1.0, 0.4, -0.6], [0.5, -0.1, 0.4], [-0.1, 0.1, -0.1], [-0.6, 0.0, -0.6], [-0.6, 0.2, -0.2], [0.0, 0.1, 0.3], [0.5, -0.2, -0.1], [0.1, 0.1, 0.2], [0.2, -0.4, -0.2], [-0.2, 0.1, 0.0], [-0.3, -0.4, 0.9]]
}

***

(3)
{
  "formula": "C12H33ClFN3O3Pd",
  "method": "ωB97M-V/def2-TZVPD",
  "charge": 0,
  "homo_lumo_gap_ha": [0.3050, 0.3243],
  "relative_energy_kj_mol": 129.6,
  "s2": 2.004,
  "e_lumo_ev": [0.576, 0.396],
  "homo_ev": [-7.72, -8.43],
  "multiplicity": 3,
  "elements": ["Pd", "Cl", "F", "O", "O", "O", "N", "N", "N", "C", "C", "C", "C", "C", "C", "C", "C", "C", "C", "C", "C", "H", "H", "H", "H", "H", "H", "H", "H", "H", "H", "H", "H", "H", "H", "H", "H", "H", "H", "H", "H", "H", "H", "H", "H", "H", "H", "H", "H", "H", "H", "H", "H", "H"],
  "positions_angstrom": [[-0.6465, -0.6087, -0.7396], [-1.3548, -1.3776, 1.6537], [-0.0474, 0.2564, -2.6505], [-1.0182, -2.7720, -1.6872], [-0.7584, 3.2278, 2.5926], [4.5193, -0.3531, 1.5731], [1.6477, -1.1600, -0.7245], [-0.8323, 1.5339, 0.0570], [-2.7301, -0.4086, -1.4560], [1.2003, 2.6802, -0.7476], [3.8384, -0.5919, 0.3396], [-3.2577, -1.7448, -1.8388], [2.3038, -2.3256, 1.2589], [-2.1393, -2.5872, -2.5615], [-4.6078, -1.4858, -2.6236], [-1.0253, 4.2669, 3.4866], [2.3492, -0.9709, 0.5404], [4.0836, 0.7858, 2.3199], [-1.0112, -4.0277, -1.0880], [-0.2278, 3.5762, 1.3200], [0.3558, 2.3561, 0.5225], [1.9049, -0.2442, 1.2205], [-1.0161, 3.8810, 4.5060], [-1.1101, 4.0304, 0.8690], [-1.8978, -1.9049, -3.3764], [4.3537, -1.4082, -0.1665], [-1.4513, 2.1297, -0.4740], [-3.4017, 0.2241, -1.0452], [-1.3470, 1.4459, 0.9215], [-2.7144, 0.1195, -2.3168], [-2.4979, -3.4915, -3.0532], [0.6562, 3.1471, -1.5685], [1.8822, -2.1285, -0.8893], [2.6398, -3.1270, 0.6010], [-1.8058, -4.1325, -0.3493], [1.5557, 1.7620, -1.2152], [0.4907, 4.3837, 1.4602], [-4.8605, -2.4483, -3.0684], [-5.4034, -1.1579, -1.9545], [0.9789, 1.7181, 1.1492], [-0.2696, 5.0518, 3.5184], [-1.1067, -4.7704, -1.8801], [-2.0311, 4.6327, 3.2799], [-4.5346, -0.8032, -3.4702], [2.0817, 3.2452, -0.4442], [-3.4898, -2.2248, -0.8880], [3.2297, 0.4513, 2.9090], [4.7073, 1.3137, 3.0413], [2.8207, -2.4512, 2.2103], [3.8639, 0.3011, -0.2849], [-0.0792, -4.1019, -0.5277], [1.2916, -2.6577, 1.4899], [2.1629, -0.6666, -1.4395], [3.7558, 1.6118, 1.6888]],
  "atomic_forces_ev_per_a": [[0.5, 0.5, -0.1], [0.2, 0.1, -0.7], [-0.3, -0.3, 0.5], [-0.7, 1.0, -1.5], [1.2, -1.7, 0.1], [0.9, 0.4, 0.1], [0.3, 0.2, 0.6], [0.9, 0.2, 1.4], [0.4, 0.3, -1.1], [-0.1, -0.1, 0.8], [-0.8, 0.5, 0.7], [-1.4, 0.4, 0.4], [-0.8, -0.8, 0.4], [-0.9, 2.3, 0.2], [1.2, -1.6, 0.0], [-0.3, -0.1, 0.3], [1.3, -1.0, 1.8], [-1.7, -0.1, -0.3], [0.1, -0.5, 0.7], [0.0, 0.4, 0.4], [-1.2, 0.4, -1.5], [-0.4, 0.2, -0.4], [-0.2, -0.4, -0.1], [0.2, 0.1, -1.3], [1.0, -0.1, -0.1], [0.2, 0.0, 0.1], [0.2, 0.2, -0.7], [-0.6, -0.8, 1.4], [-0.4, -0.8, 0.4], [1.2, 0.0, -0.9], [-0.1, -0.3, 0.6], [-0.2, 0.4, 0.3], [-0.6, -0.4, -0.7], [0.6, 0.0, -0.2], [-0.2, -0.1, 0.0], [-0.1, -0.3, 0.3], [0.5, 0.0, -0.1], [-0.6, -0.1, 0.0], [0.1, -0.1, 0.0], [-0.3, 0.1, 0.3], [0.0, 0.3, -0.5], [0.2, -0.4, 0.2], [0.0, 0.6, 0.1], [0.4, 0.2, 0.2], [0.0, 0.3, -0.2], [-0.1, -0.2, 0.0], [-0.3, 0.3, 0.1], [1.2, -1.0, -0.3], [0.4, 0.6, -0.2], [0.2, 0.3, -0.2], [0.1, -0.2, -0.2], [-0.4, 0.5, 0.0], [-0.5, 0.5, -0.6], [-0.2, -0.1, -0.5]]
}

***

(4)
{
  "formula": "C12H33FeNO8",
  "method": "ωB97M-V/def2-TZVPD",
  "charge": 2,
  "homo_lumo_gap_ha": [0.3504, 0.3377],
  "s2": 6.006,
  "e_lumo_ev": [-5.381, -5.732],
  "homo_ev": [-14.92, -14.92],
  "multiplicity": 5,
  "elements": ["Fe", "O", "O", "O", "O", "O", "O", "O", "O", "N", "C", "C", "C", "C", "C", "C", "C", "C", "C", "C", "C", "C", "H", "H", "H", "H", "H", "H", "H", "H", "H", "H", "H", "H", "H", "H", "H", "H", "H", "H", "H", "H", "H", "H", "H", "H", "H", "H", "H", "H", "H", "H", "H", "H", "H"],
  "positions_angstrom": [[-0.5512, 0.6057, -0.2945], [0.9868, 1.3737, 1.0155], [1.1458, 0.1267, -1.6585], [-2.5292, -0.4273, -0.4515], [-1.3552, 0.8097, -2.3075], [-0.9322, 2.8267, -0.5095], [4.1598, 2.0977, -1.2355], [-1.7802, 1.2507, 1.5215], [0.1168, -4.0343, 1.6145], [0.0758, -1.3003, 0.6725], [1.4148, 2.6207, 1.5105], [-2.2102, 3.1117, 0.0935], [1.9898, 1.3117, -1.7205], [-2.0212, 2.6877, 1.4665], [0.4358, -5.3583, 2.0335], [1.1928, 0.3577, 1.9245], [-2.2042, -0.2233, -2.6255], [0.5448, -3.7263, 0.4405], [1.3368, -0.9573, 1.1675], [-3.2752, -0.1363, -1.6245], [-0.0232, -2.4833, -0.1705], [3.3328, 0.9847, -1.3095], [1.5238, -5.3583, 1.9105], [0.1208, -5.4033, 3.0925], [2.0738, -1.0403, 0.3935], [0.3128, -2.2583, -1.2295], [3.1558, 0.6237, -0.2835], [-0.0702, -6.0613, 1.4275], [2.0508, 1.7117, -2.7915], [2.4028, 2.8547, 1.8555], [-1.1972, 3.2167, 1.9085], [2.0738, 0.4967, 2.5745], [-3.8512, 0.8027, -1.6015], [0.3868, -4.5843, -0.2455], [-2.9872, -1.1703, -0.0935], [-0.5412, -1.4943, 1.5015], [1.6058, 2.1167, -1.1865], [0.3858, 0.2847, 2.6875], [-2.3372, 0.9277, 2.2405], [1.6158, -3.5433, 0.4245], [-2.4662, 4.0857, 0.0215], [1.1528, 3.4937, 0.8235], [-2.8652, 3.1387, 1.9465], [0.7068, 2.7457, 2.2975], [-4.0172, -0.8713, -1.8135], [3.5908, 0.1377, -1.9815], [-1.3742, 1.4667, -3.0185], [1.5458, -0.6143, -2.2155], [1.8158, -1.6793, 1.8775], [-1.6782, -1.1903, -2.5935], [-2.6272, -0.2253, -3.5855], [-3.0432, 2.6317, -0.2475], [-0.7222, 3.5477, -1.1845], [4.4508, 2.4587, -2.0785], [-1.0442, -2.7643, -0.3845]],
  "atomic_forces_ev_per_a": [[-0.2, -0.2, 0.1], [1.0, 0.3, -1.6], [1.0, -0.3, -0.7], [-0.6, 0.8, 0.6], [1.3, 1.5, -0.8], [0.0, 1.5, -2.3], [0.3, 0.1, 0.3], [-0.7, 1.5, 0.5], [-3.0, 0.3, 4.4], [-3.4, -0.4, 0.3], [-2.4, 3.1, -0.6], [2.9, -1.4, 0.7], [-0.9, 0.1, -4.4], [0.3, 0.5, 1.1], [0.9, 1.8, 1.2], [1.3, -2.0, 1.7], [-1.0, -1.5, -0.7], [2.9, -0.2, -4.9], [2.4, -0.7, 2.5], [-0.4, -0.3, -0.4], [-0.9, -0.3, -1.6], [0.6, -1.2, 1.0], [0.0, -1.0, 0.4], [0.3, -0.3, -0.7], [0.3, 0.9, -0.7], [0.5, -0.4, 1.4], [1.0, -0.2, -0.2], [-0.4, -0.9, -0.6], [-0.4, -0.7, 1.0], [0.9, -1.2, -0.1], [0.6, 0.0, 0.2], [0.0, 0.3, -0.7], [0.7, 0.1, 0.2], [0.1, 0.5, -0.4], [0.0, -0.9, 1.1], [0.7, 0.3, -1.0], [-1.1, 1.0, 1.3], [0.0, 0.0, -0.6], [0.1, -0.4, -0.2], [1.0, -0.4, 0.1], [-0.3, 3.5, 0.0], [0.3, -1.6, 0.3], [-1.0, -1.0, 1.1], [0.0, 0.8, 1.3], [-0.7, -1.0, 0.1], [1.0, 0.4, 0.5], [0.3, 0.0, 0.4], [-0.8, 1.6, 1.1], [-0.9, 0.1, 0.0], [-0.1, 0.2, 0.4], [-0.3, 0.7, -1.7], [-1.8, -2.0, -1.9], [-0.3, -1.6, 1.2], [-0.1, -0.3, -0.2], [-0.9, 0.6, 0.4]]
}

***

| no. | total energy (eV) |
| --- | --- |
| 1 | -48845.2925 |
| 2 | -52114.7457 |
| 3 | -42309.7844 |
| 4 | -65218.0177 |